[1]
Molecular formula: C20H21N5O4
Method: DFT, the ωB97M-V functional and the def2-TZVPD basis

The geometry in ORCA input format:
```
! wB97M-V def2-TZVPD RIJCOSX def2/J DEFGRID3
* xyz 0 1
C 3.9546 7.0277 -0.7705
C 3.9923 5.5378 -1.3038
C 5.1216 4.7244 -0.5418
O 5.3300 3.5515 -0.9640
C 4.3775 2.7282 -0.7077
C 3.4427 2.8490 0.3368
C 2.6589 1.8174 0.7609
C 2.8896 0.4212 -0.0850
C 4.0047 0.2682 -0.9271
C 4.7100 1.3386 -1.1302
H 5.7723 1.0820 -1.8110
H 4.2768 -0.7349 -1.3707
C 1.8924 -0.5535 0.2911
N 2.2163 -2.0299 -0.0526
N 1.1724 -2.5573 0.3758
N 0.5231 -1.7458 1.3916
N 0.8537 -0.5137 1.2812
C 0.9491 -3.9158 0.3942
H 0.9676 -4.6394 1.2029
H 1.7619 -4.3990 -0.2630
C -0.4406 -4.2410 -0.3727
O -0.4256 -5.1646 -0.9819
N -1.3584 -3.6164 0.3117
C -2.7014 -3.5563 0.1608
C -3.5473 -2.7488 0.4193
C -5.0360 -2.6639 0.4632
C -5.6726 -3.3410 -0.4064
C -4.7082 -4.5430 -1.1567
C -3.3313 -4.3594 -0.7896
H -2.8167 -5.1271 -1.3474
H -5.1616 -5.1770 -1.8698
H -6.6349 -3.4144 -0.7169
C -5.7789 -1.6584 1.2450
O -5.3745 -0.7114 2.0232
O -7.0948 -1.5895 0.9405
C -7.8318 -0.9343 1.6339
H -8.9729 -0.9282 1.1007
H -7.7960 -0.9403 2.9590
H -7.5648 0.2561 1.4148
H -2.9947 -1.9720 1.4484
H -1.2224 -2.8001 1.1164
H 1.9832 1.7971 1.4688
H 3.2772 3.7960 0.7481
H 6.1406 5.5112 -0.6419
H 5.0959 4.9371 0.4683
H 4.2281 5.5485 -2.3616
H 3.0499 5.1360 -1.1362
H 3.5184 7.1510 0.2620
H 3.2305 7.4848 -1.5536
H 5.0734 7.6127 -0.9566
*
```

## Properties
Orbital gap (eV): 7.2



[2]
Molecular formula: C20H21N6O6ReS
Method: DFT, the ωB97M-V functional and the def2-TZVPD basis

The geometry in ORCA input format:
```
! wB97M-V def2-TZVPD RIJCOSX def2/J DEFGRID3
* xyz 3 2
Re 0.7129 -0.3915 0.3825
O 3.1125 -1.5306 -2.5957
C 2.1809 -1.2017 -1.9544
N 2.1092 -1.2713 -0.4973
C 2.9098 -2.2250 0.2604
O 3.9873 -2.5958 -0.0323
C 2.1111 -2.6328 1.4696
C 2.4989 -3.6322 2.3210
C 1.6192 -4.0078 3.3404
C 0.3927 -3.3659 3.4678
C 0.0678 -2.3515 2.5913
N 0.9230 -1.9755 1.6153
C 0.8540 -0.7216 -2.4656
C 0.5841 -0.6294 -3.8053
C -0.7061 -0.2576 -4.1966
C -1.6682 0.0042 -3.2312
C -1.3298 -0.0936 -1.8948
N -0.0845 -0.4430 -1.5118
H 3.4533 -4.1220 2.1709
H 1.8858 -4.8092 4.0190
H -0.3117 -3.6494 4.2380
H -0.8781 -1.8258 2.6534
H 1.3601 -0.8637 -4.5237
H -0.9544 -0.1845 -5.2484
H -2.6767 0.2834 -3.5042
H -2.0495 0.1075 -1.1110
C 7.2624 6.5871 3.7778
C 5.9623 5.8521 4.0812
S 5.8733 4.3812 3.0874
O 5.7292 4.7423 1.7002
O 6.8794 3.4533 3.4954
C 4.2824 3.5761 3.5120
C 3.2078 3.9992 2.5255
N 2.1849 2.9241 2.3546
C 2.1809 2.0908 1.3330
N 1.1637 1.1744 1.5037
C 0.5136 1.4982 2.7018
C 1.1507 2.5597 3.2114
N 0.8029 3.2394 4.4571
O 1.4367 4.2275 4.7299
O -0.0987 2.7264 5.0677
C 3.1226 2.1216 0.1870
H 7.3005 7.4814 4.3944
H 7.3098 6.8790 2.7301
H 8.1230 5.9625 4.0101
H 5.0874 6.4593 3.8403
H 5.9097 5.5328 5.1229
H 4.0101 3.7509 4.5511
H 4.5438 2.5226 3.3845
H 3.6552 4.1334 1.5440
H 2.6909 4.9135 2.8004
H -0.3434 0.9771 3.0967
H 3.1441 3.1155 -0.2638
H 2.8265 1.4156 -0.5870
H 4.1400 1.8851 0.5092
*
```

## Properties
Orbital gap (alpha / beta) (eV): 4.9 / 4.9



[3]
Molecular formula: C20H21NO2S2
Method: DFT, the ωB97M-V functional and the def2-TZVPD basis

The geometry in ORCA input format:
```
! wB97M-V def2-TZVPD RIJCOSX def2/J DEFGRID3
* xyz 0 1
O 0.1502 -2.8731 0.7927
S 0.6995 -1.5239 1.0693
O 2.1489 -1.6745 1.2730
C -0.0500 -0.8563 2.6051
C -1.3655 -0.3448 2.6498
C -1.8743 0.1772 3.8521
C -1.0886 0.0944 5.0166
C 0.1916 -0.4346 4.9615
C 0.7119 -0.9345 3.7704
N 0.3056 -0.3111 -0.1256
C -0.8040 -0.4772 -0.9493
C -1.0212 -1.6599 -1.6126
C -2.1438 -1.5980 -2.5220
C -2.6594 -2.6243 -3.3246
C -3.7652 -2.4371 -4.1486
C -4.3561 -1.1902 -4.1513
C -3.8970 -0.1301 -3.3551
C -2.7511 -0.3446 -2.5709
S -1.9399 0.7996 -1.4404
C 1.1915 0.8584 -0.3371
C 2.4175 0.4464 -1.2002
C 3.2636 1.6992 -1.5317
C 3.7371 2.4113 -0.2046
C 2.4957 2.7852 0.6033
C 1.6212 1.5711 0.9413
H -1.9796 -0.3655 1.7495
H -2.9056 0.5068 3.8810
H -1.4785 0.5202 5.9572
H 0.7746 -0.5046 5.8926
H 1.6928 -1.4099 3.7538
H -0.4538 -2.5908 -1.5234
H -2.1820 -3.6144 -3.2918
H -4.0898 -3.2868 -4.7500
H -5.2197 -1.0230 -4.7595
H -4.3937 0.8313 -3.3885
H 0.6339 1.5380 -0.9593
H 3.0125 -0.2948 -0.6859
H 2.0579 0.0024 -2.1379
H 4.1313 1.3611 -2.1466
H 2.6797 2.3545 -2.1697
H 4.3289 3.2778 -0.4247
H 4.4186 1.7420 0.3137
H 2.8295 3.2921 1.5044
H 1.9085 3.5419 0.0577
H 0.7743 1.8359 1.5634
H 2.2422 0.8568 1.5027
*
```

## Properties
Orbital gap (eV): 8.4



[4]
Molecular formula: C20H21NO3
Method: DFT, the ωB97M-V functional and the def2-TZVPD basis

The geometry in ORCA input format:
```
! wB97M-V def2-TZVPD RIJCOSX def2/J DEFGRID3
* xyz 0 1
C -2.8664 -1.4325 -4.4865
C -1.9659 -2.3957 -3.7228
C -1.5024 -1.8016 -2.3921
C -0.5920 -2.7713 -1.6462
C -0.1139 -2.3531 -0.2721
O 0.5203 -3.1235 0.4359
N -0.4219 -1.1122 0.1406
C 0.0192 -0.6242 1.4387
C -1.0210 0.2707 2.0402
C -2.3564 0.3998 1.7851
C -2.8368 1.3714 2.6980
C -1.7620 1.7490 3.4386
O -0.6611 1.0839 3.0497
C 1.3961 0.0146 1.3818
C 2.4920 -0.7379 1.7728
O 2.4432 -2.0491 2.0803
C 3.7594 -0.1239 1.8961
C 3.9336 1.1864 1.5777
C 2.8642 1.9520 1.0666
C 3.0527 3.2880 0.6625
C 2.0232 4.0186 0.1393
C 0.7623 3.4270 -0.0088
C 0.5472 2.1345 0.3832
C 1.5791 1.3552 0.9514
H -3.1857 -1.8739 -5.4271
H -3.7526 -1.1926 -3.9028
H -2.3387 -0.5065 -4.7047
H -2.5064 -3.3256 -3.5342
H -1.0930 -2.6375 -4.3328
H -2.3828 -1.5750 -1.7849
H -0.9714 -0.8680 -2.5981
H 0.3046 -2.9714 -2.2400
H -1.0968 -3.7324 -1.5178
H -0.8537 -0.4532 -0.4847
H 0.0907 -1.5142 2.0831
H -2.9292 -0.1283 1.0500
H -3.8418 1.7296 2.7843
H -1.6520 2.4511 4.2402
H 1.7115 -2.5146 1.6159
H 4.5722 -0.7374 2.2517
H 4.9021 1.6528 1.6862
H 4.0364 3.7227 0.7695
H 2.1739 5.0426 -0.1687
H -0.0459 3.9991 -0.4417
H -0.4343 1.7067 0.2464
*
```

## Properties
Orbital gap (eV): 8.5



[5]
Molecular formula: C20H21NO5
Method: DFT, the ωB97M-V functional and the def2-TZVPD basis

The geometry in ORCA input format:
```
! wB97M-V def2-TZVPD RIJCOSX def2/J DEFGRID3
* xyz 0 1
C -4.1408 -3.4924 -1.4172
O -4.4130 -2.1522 -1.0983
C -3.4581 -1.4400 -0.4343
C -2.2221 -1.9258 -0.0468
C -1.3200 -1.1150 0.6285
C -1.6426 0.1939 0.9288
C -0.6495 1.1129 1.6326
O -1.2608 2.2286 2.2201
C 0.3293 1.5532 0.5591
N -0.0761 2.6185 -0.0945
C 0.6355 3.0714 -1.1303
C 1.7833 2.4681 -1.5666
C 2.2665 1.3432 -0.8709
C 3.4601 0.6884 -1.2442
C 3.9272 -0.3859 -0.5381
O 5.0545 -1.0842 -0.8106
C 5.8373 -0.6868 -1.9094
C 3.2026 -0.8440 0.6121
O 3.7736 -1.8947 1.2534
C 3.1399 -2.4041 2.4007
C 2.0398 -0.2247 0.9790
C 1.5282 0.8690 0.2439
C -2.8813 0.6929 0.5385
C -3.7925 -0.1018 -0.1321
O -5.0258 0.3042 -0.5434
C -5.4139 1.6276 -0.2720
H -5.0287 -3.8581 -1.9308
H -3.2758 -3.5825 -2.0834
H -3.9697 -4.0955 -0.5188
H -1.9422 -2.9442 -0.2647
H -0.3628 -1.5238 0.9110
H -0.1532 0.5680 2.4411
H -1.2959 2.9026 1.5224
H 0.2340 3.9535 -1.6110
H 2.3229 2.8471 -2.4211
H 3.9933 1.0673 -2.1019
H 6.2094 0.3357 -1.7880
H 5.2787 -0.7607 -2.8482
H 6.6793 -1.3764 -1.9352
H 3.7685 -3.2245 2.7426
H 2.1393 -2.7862 2.1724
H 3.0685 -1.6492 3.1905
H 1.5057 -0.5543 1.8537
H -3.1249 1.7117 0.7893
H -6.4173 1.7284 -0.6831
H -4.7496 2.3503 -0.7577
H -5.4419 1.8276 0.8043
*
```

## Properties
Orbital gap (eV): 8.3



[6]
Molecular formula: C20H21NO7
Method: DFT, the ωB97M-V functional and the def2-TZVPD basis

The geometry in ORCA input format:
```
! wB97M-V def2-TZVPD RIJCOSX def2/J DEFGRID3
* xyz 0 1
C -1.4388 -4.5639 -0.6779
O -1.2744 -3.1698 -0.8989
C -0.0448 -2.7227 -1.1661
O 0.9284 -3.4281 -1.2669
C -0.0091 -1.2420 -1.3029
C 1.2386 -0.6401 -1.4248
C 1.3454 0.7456 -1.4664
N 2.5861 1.3894 -1.4596
C 3.6438 1.2648 -0.5960
O 4.5713 2.0376 -0.6985
C 3.6364 0.1697 0.4556
C 2.3150 -0.1502 1.0967
C 1.9662 -1.4620 1.3755
C 0.7119 -1.7506 1.8726
C -0.2334 -0.7561 2.0978
O -1.4456 -1.2117 2.5240
C -2.5995 -0.4073 2.4131
C 0.1430 0.5868 1.8976
O -0.7736 1.5632 2.1895
C -0.4324 2.9098 1.9658
C 1.4144 0.8605 1.4130
C 0.1851 1.5116 -1.4860
C -1.0626 0.9091 -1.3600
C -2.2468 1.7984 -1.2570
O -2.1980 3.0016 -1.3393
O -3.3792 1.1221 -1.0272
C -4.5525 1.9092 -0.8846
C -1.1644 -0.4723 -1.2503
H -2.1312 -4.9523 -1.4251
H -0.4755 -5.0706 -0.7593
H -1.8548 -4.7005 0.3204
H 2.1128 -1.2684 -1.4743
H 2.6385 2.2448 -2.0025
H 4.0464 -0.7330 -0.0050
H 4.3574 0.4910 1.2144
H 2.6559 -2.2666 1.1738
H 0.4193 -2.7687 2.0741
H -2.7059 0.0038 1.4066
H -3.4333 -1.0785 2.6206
H -2.5987 0.4074 3.1398
H -1.3005 3.4838 2.2867
H 0.4368 3.2107 2.5586
H -0.2457 3.1082 0.9064
H 1.7133 1.8839 1.2482
H 0.2346 2.5888 -1.5606
H -4.4602 2.5726 -0.0221
H -4.7132 2.5158 -1.7781
H -5.3722 1.2099 -0.7428
H -2.1260 -0.9421 -1.1291
*
```

## Properties
Orbital gap (eV): 8.0



Energy, respectively: -36703.6023, -55239.2607, -48335.4689, -28714.0858, -32806.9991, -36903.6167 eV.
Energy relative to the best compared isomer or geometry (same formula, charge and spin), respectively: 393.0, 2.1, 0.0, 0.0, 69.0, 16.6 kcal/mol.
Max |F|, respectively: 18.13, 0.55, 3.18, 1.03, 0.64, 0.76 eV Å⁻¹.